[1]
Molecular formula: C9H16N3O2
Method: DFT, the ωB97M-V functional and the def2-TZVPD basis

Calculated values
net charge	+1
orbital gap	8.951	eV
HOMO energy	-13.38	eV

Structure (XYZ):
```
30
Properties=species:S:1:pos:R:3:lowdin_charge:R:1
C 0.357 -4.787 0.295 -0.085
C 1.426 4.128 -0.892 -0.060
H -0.659 -5.236 0.516 0.085
H 0.891 -5.654 -0.156 0.087
C -1.578 -0.840 0.810 -0.059
H 0.339 3.930 2.421 0.112
C -1.498 0.054 -0.557 -0.113
H 0.796 -4.444 1.310 0.116
H 1.415 -3.449 -1.171 0.179
H -0.909 -0.339 1.492 0.109
O -0.329 1.681 1.279 0.115
H -2.521 -0.865 1.189 0.100
C 0.840 3.605 0.334 -0.302
H 1.089 1.596 -1.397 0.121
H -1.785 -3.003 0.737 0.176
H -2.052 0.951 -0.485 0.129
H 0.835 5.451 1.459 0.100
C 0.332 2.197 0.433 -0.348
C -0.131 -2.338 -0.277 -0.407
N -1.210 -2.200 0.488 0.126
H 2.425 3.761 -0.976 0.087
H -1.987 -0.601 -1.239 0.121
H 0.717 3.991 -1.697 0.094
H -0.311 -3.773 -1.609 0.119
C 0.313 -3.656 -0.759 -0.145
C 0.778 4.339 1.448 0.117
O 0.514 -1.315 -0.622 0.082
N -0.207 0.230 -1.064 0.082
N 0.422 1.388 -0.735 0.138
H 1.691 5.201 -0.573 0.124
```


[2]
Molecular formula: C9H16N3O2
Method: DFT, the ωB97M-V functional and the def2-TZVPD basis

Calculated values
net charge	+1
orbital gap	6.482	eV
HOMO energy	-9.96	eV

Structure (XYZ):
```
30
Properties=species:S:1:pos:R:3:lowdin_charge:R:1
O 0.142 -1.970 0.303 0.065
H 4.054 -1.471 -0.951 0.117
C 1.704 1.317 0.651 -0.419
H 3.139 -0.356 -2.140 0.125
H -3.585 1.513 0.214 0.125
N 2.756 2.057 0.849 0.113
C 1.483 -0.056 1.249 -0.042
C 3.230 -0.732 -1.078 -0.003
N -2.528 0.020 -0.596 -0.018
H -4.630 -0.111 0.044 0.097
H 0.648 0.124 2.023 0.173
H 1.739 -2.145 -1.210 0.157
C -0.609 1.368 -0.578 -0.049
C 1.191 -1.124 0.313 -0.226
H -1.813 -2.399 1.298 0.199
H 3.495 1.515 1.347 0.064
C -3.694 0.385 0.359 0.033
C 0.655 1.844 -0.256 -0.078
H -0.381 -1.886 2.270 0.129
C -0.797 -1.761 1.305 -0.171
C -1.181 0.182 -0.009 -0.307
H -2.458 0.600 -1.484 0.176
H -3.269 0.027 1.391 0.128
O -1.227 -0.412 1.282 -0.123
H 0.998 2.696 -0.831 0.096
H -2.729 -0.904 -0.978 0.154
H -0.935 1.787 -1.525 0.117
N 2.049 -1.423 -0.622 0.104
H 3.253 0.285 -0.498 0.105
H 2.376 -0.206 1.891 0.160
```


[3]
Molecular formula: C9H16N4O4
Method: DFT, the ωB97M-V functional and the def2-TZVPD basis

Calculated values
orbital gap	9.495	eV
HOMO energy	-8.83	eV
structure (SMILES)	O=C1NC=C[C@@H](O)N1.CNC(=O)CNC(C)=O

Structure (XYZ):
```
33
Properties=species:S:1:pos:R:3:lowdin_charge:R:1
N -0.123 1.000 2.900 0.017
O -2.463 0.202 -2.403 -0.018
C -0.084 -2.455 1.954 0.022
O 1.236 0.227 4.519 0.042
H 2.692 0.466 2.061 0.135
H -1.331 0.951 4.617 0.087
H 0.228 -0.018 -5.812 0.115
C -1.419 1.007 -2.894 -0.391
C 0.076 0.254 -4.769 -0.076
N -0.317 0.715 -2.018 0.141
N 1.232 -0.590 1.007 0.069
H -0.756 -3.218 1.564 0.087
C 0.978 0.366 3.328 -0.510
H -0.739 2.559 4.163 0.085
C -1.173 0.609 -4.319 -0.023
H -2.014 0.620 -5.006 0.105
H -0.271 1.045 1.903 0.130
H 1.520 -0.094 0.167 0.102
H -0.549 0.207 -1.168 0.108
H -1.683 2.071 -2.842 0.151
C 0.907 0.365 -2.515 -0.529
O 1.834 0.203 -1.743 0.037
H 0.824 -2.934 2.313 0.085
C -1.120 1.613 3.775 -0.052
H -0.573 -1.925 2.769 0.084
O -0.385 -1.519 -0.204 0.021
C 1.903 -0.255 2.272 -0.062
H 2.364 -1.148 2.696 0.123
N 1.129 0.239 -3.859 0.102
H -2.044 1.794 3.223 0.084
H -2.170 -0.725 -2.399 0.109
C 0.258 -1.487 0.837 -0.535
H 2.032 -0.146 -4.115 0.156
```


[4]
Molecular formula: C9H16N4O5
Method: DFT, the ωB97M-V functional and the def2-TZVPD basis

Calculated values
orbital gap	9.670	eV
HOMO energy	-9.46	eV
structure (SMILES)	NC(=O)CC[C@H](NC(=O)[C@@H](N)CC(N)=O)C(=O)O

Structure (XYZ):
```
34
Properties=species:S:1:pos:R:3:lowdin_charge:R:1
H 1.031 -1.327 0.757 0.093
C -3.678 0.683 -1.008 -0.051
C -4.331 0.756 0.473 -0.504
C -1.312 -0.206 -0.048 -0.332
C 0.793 0.833 0.136 -0.264
C 2.974 -1.014 -0.183 -0.114
N -3.774 0.273 1.692 0.125
H 0.380 0.973 1.296 0.202
H -4.630 0.423 2.376 0.163
H 2.872 -0.613 -1.243 0.135
H -3.339 -1.815 0.194 0.079
H 3.078 -2.179 -0.177 0.129
C 1.716 -0.462 0.599 -0.119
H -2.162 -0.555 -2.141 0.132
N -3.149 -1.807 -0.828 0.022
H -2.651 -2.588 -1.279 0.089
O -1.110 -0.623 1.109 -0.013
O 4.340 0.734 0.903 -0.064
H -0.350 1.104 -1.641 0.191
O 1.200 2.542 -1.355 0.023
O -5.485 1.171 0.552 -0.009
N -0.328 0.606 -0.676 0.075
H 6.506 -0.702 0.150 0.187
H -3.448 1.853 -1.242 0.161
C 1.620 2.034 -0.260 -0.332
H 3.026 1.886 1.061 0.045
C 4.380 -0.441 0.292 -0.400
O 2.731 2.570 0.451 0.077
H -2.874 -0.134 1.888 0.044
H 2.063 -0.301 1.723 0.149
N 5.501 -1.051 -0.292 0.086
H 5.483 -2.118 -0.464 0.130
C -2.581 -0.470 -1.108 -0.323
H -4.491 -0.034 -1.707 0.186
```


[5]
Molecular formula: C9H16NO
Method: DFT, the ωB97M-V functional and the def2-TZVPD basis

Calculated values
net charge	+1
orbital gap (alpha / beta)	6.180 / 6.082	eV
HOMO energy (alpha / beta)	-12.36 / -12.36	eV

Structure (XYZ):
```
27
Properties=species:S:1:pos:R:3:lowdin_charge:R:1
N 2.572 -0.704 -0.509 -0.057
C -1.431 -1.523 0.303 -0.146
H -3.030 -2.111 -1.249 0.122
C -2.491 -0.113 -1.105 0.081
C 0.522 1.327 1.900 0.010
H -2.486 2.521 -0.836 0.133
H -0.678 -2.346 2.012 0.052
H 0.928 1.995 1.135 0.106
C -1.388 2.158 -0.720 0.010
H 2.645 0.484 -2.207 0.039
C -0.933 -0.150 0.495 -0.091
C -2.449 -1.493 -0.629 0.082
H -0.009 -2.929 0.539 0.092
H -0.811 2.267 -1.662 0.111
H 1.296 1.098 2.546 0.082
O -0.133 0.116 1.504 0.069
H 3.043 1.307 -0.787 0.068
C -1.559 0.661 -0.473 -0.160
C 3.163 0.346 -1.324 -0.175
H -3.074 0.321 -1.821 0.114
H -1.015 2.750 0.011 0.023
H 2.712 -1.588 -0.801 0.007
H 4.277 0.223 -1.368 0.092
H -1.697 -3.412 1.117 0.126
H -0.068 2.060 2.408 0.105
C -0.876 -2.657 1.071 0.017
H 2.969 -0.606 0.450 0.087
```


[6]
Molecular formula: C9H16NO3S
Method: DFT, the ωB97M-V functional and the def2-TZVPD basis

Calculated values
net charge	+1
orbital gap	8.992	eV
HOMO energy	-12.15	eV

Structure (XYZ):
```
30
Properties=species:S:1:pos:R:3:lowdin_charge:R:1
H -2.594 -1.855 1.785 0.084
H -1.513 -2.046 -1.545 0.066
H 1.239 1.280 -2.151 0.061
H -3.016 -1.743 -0.540 0.100
H -3.234 -0.478 1.287 0.097
H 1.249 2.100 1.287 0.076
H 0.535 3.021 0.029 0.086
N -0.938 0.632 0.207 0.125
O 2.053 -0.174 1.247 -0.325
C 0.064 -1.449 0.549 0.000
H -1.038 1.038 1.210 0.221
C 1.185 -0.456 0.160 -0.412
C -1.319 -0.788 0.261 -0.445
H 2.144 2.243 -0.196 0.105
H -2.269 -0.593 -1.712 0.087
C 1.130 2.181 0.246 0.018
H 0.042 -2.426 0.063 0.134
C 2.193 -1.057 -0.933 0.014
H -1.858 -0.568 2.433 0.079
C -2.262 -0.894 1.515 -0.016
H -1.582 1.118 -0.513 0.211
C 0.498 0.878 -0.289 -0.366
H -0.132 0.158 -2.275 0.113
C 0.310 1.069 -1.819 0.013
H 0.365 -1.506 1.678 0.177
C -2.073 -1.382 -0.981 0.030
O 4.024 1.058 0.386 -0.355
S 3.688 -0.174 0.997 1.099
O 3.327 -1.162 -0.466 -0.161
H -0.218 1.972 -1.924 0.086
```


Number 1: calculated total energy -666.9061 hartree. Number 2: calculated total energy -666.8500 hartree. Number 3: calculated total energy -872.5835 hartree. Number 4: calculated total energy -947.6681 hartree. Number 5: calculated total energy -482.1254 hartree. Number 6: calculated total energy -1030.8125 hartree.